Entry from the OMol25 dataset: a structure of composition C60H68N6O2PS2SbSi3Ti (the ωB97M-V functional and the def2-TZVPD basis).

Summary:
HOMO level (spin up / spin down): -6.00 / -5.99 eV
F_max: 3.31 eV/A
Kohn-Sham gap (spin up / spin down): 5.40 / 5.29 eV
energy above the lowest of the compared OMol25 structures with the same formula, charge and spin: 26.8 kcal per mole

```
! wB97M-V def2-TZVPD RIJCOSX def2/J DEFGRID3
* xyz 0 1
Sb -2.787 -1.489 -1.924
Ti 0.307 0.885 0.785
S -0.570 -1.107 -0.337
S -1.646 2.764 -1.448
P 1.960 -2.127 1.265
Si 2.600 1.507 3.536
Si 0.003 2.978 3.131
Si 2.364 3.496 1.251
O -2.261 3.648 -0.496
O -2.366 1.600 -1.896
N -0.485 -0.783 2.676
N -0.224 2.278 -0.727
N 1.525 0.836 -0.833
N 0.725 1.737 -2.876
N -1.680 1.464 1.572
N -0.891 6.183 -6.216
C 6.034 -1.769 1.768
C -1.627 2.665 2.213
C -4.315 -4.948 0.329
C -1.632 4.110 -5.212
C -1.021 5.363 -5.101
C 5.241 -2.755 3.801
C 2.927 2.701 4.964
C -3.999 2.928 1.977
C 2.468 0.131 -2.881
C 3.606 2.802 0.008
C 6.295 -2.285 3.031
C 1.428 2.185 2.241
C 3.235 -5.092 -1.382
C 2.083 -5.833 -1.585
C -5.156 0.120 -3.070
C 1.611 1.010 -3.521
C 3.433 4.650 2.288
C -2.029 -4.039 -3.569
C -0.469 -2.223 -3.772
C 4.292 1.122 2.831
C -4.057 -3.040 -1.140
C 0.322 -2.991 -4.618
C 3.941 -2.741 3.307
C -1.650 -2.740 -3.238
C 2.360 0.076 -1.520
C -3.745 -0.776 -4.802
C -4.092 -0.702 -3.453
C 4.731 -1.741 1.289
C -5.430 -3.069 -1.390
C 2.052 -3.589 0.111
C 0.897 -4.341 -0.118
C 1.101 -4.136 3.044
C 0.881 -2.839 2.573
C -0.597 -3.874 4.709
C -1.243 -4.805 -4.424
C -3.511 -3.982 -0.265
C -2.868 0.997 1.160
C 0.123 4.796 3.553
C -6.236 -4.033 -0.791
C -1.790 3.304 -4.103
C -0.864 -2.604 4.231
C 2.031 -0.043 4.408
C -5.541 0.731 -5.366
C -0.149 -2.078 3.155
C 0.910 -5.451 -0.945
C 3.222 -3.983 -0.539
C -0.771 5.005 -2.728
C -0.554 2.184 4.750
C -1.346 3.749 -2.869
C -4.045 1.688 1.355
C -5.680 -4.973 0.066
C -5.886 0.822 -4.022
C 0.685 1.639 -1.544
C -4.472 -0.065 -5.755
C 1.256 4.725 0.342
C 3.661 -2.256 2.029
C 0.377 -4.657 4.102
C -0.066 -4.286 -4.944
C -2.781 3.409 2.420
C -0.600 5.805 -3.843
H 1.043 0.067 4.865
H -4.904 3.509 2.113
H -1.166 -4.263 5.545
H 4.536 3.378 0.070
H 1.995 -0.899 3.732
H 1.866 -4.743 2.572
H 2.959 -0.611 -0.940
H -1.985 3.774 -6.181
H -0.017 -4.059 0.384
H -6.709 1.456 -3.715
H -2.447 -3.962 -0.046
H 4.867 2.033 2.629
H 0.203 2.240 5.538
H -1.443 2.722 5.095
H 6.839 -1.368 1.162
H 2.098 -6.705 -2.229
H -0.204 6.913 -6.158
H 4.853 0.517 3.555
H -5.409 0.226 -2.018
H 3.177 -0.488 -3.413
H 4.553 -1.289 0.319
H -2.912 -1.396 -5.115
H -0.159 -1.216 -3.514
H 2.857 5.175 3.056
H -3.876 -5.675 1.003
H 3.682 2.257 5.625
H -6.308 -5.725 0.529
H 1.404 5.732 0.745
H -0.151 6.787 -3.744
H -1.651 -2.008 4.683
H 0.247 5.434 2.671
H -0.822 1.130 4.628
H -4.976 1.265 1.000
H -2.256 2.327 -4.182
H 1.522 4.745 -0.721
H 0.194 4.477 0.413
H 3.849 1.754 0.199
H 1.618 1.131 -4.602
H 3.235 2.879 -1.021
H 0.551 -4.889 -5.600
H 2.034 2.891 5.569
H 4.148 -3.449 -0.382
H -5.876 -2.348 -2.068
H 4.262 4.133 2.779
H 2.753 -0.276 5.201
H 7.308 -2.302 3.418
H 3.141 -3.100 3.941
H 3.307 3.668 4.629
H 3.863 5.404 1.618
H -0.003 -6.017 -1.096
H -0.472 5.355 -1.748
H -2.949 -4.454 -3.171
H 4.234 0.548 1.904
H 1.242 -2.582 -5.021
H -7.301 -4.049 -0.994
H -0.933 5.735 -7.114
H -6.103 1.286 -6.108
H -0.768 5.125 4.097
H -1.241 -0.378 3.200
H 0.989 4.954 4.208
H 4.161 -5.380 -1.869
H -4.199 -0.131 -6.802
H 5.428 -3.138 4.799
H -2.712 4.365 2.928
H 0.577 -5.661 4.458
H -0.785 -0.898 1.690
H -2.863 0.034 0.676
H -1.549 -5.814 -4.679
*
```

Here are the Mulliken charges for atoms 1 to 6, given in e: Sb 1.03; Ti -1.61; S -0.04; S 0.76; P 2.63; Si -1.09

Entry from the OMol25 dataset: a structure of composition C60H69N4O3PS2Zr (the ωB97M-V functional and the def2-TZVPD basis).

Summary:
HOMO level: -6.31 eV
F_max: 1.43 eV/A
Kohn-Sham gap: 5.95 eV
energy above the lowest of the compared OMol25 structures with the same formula, charge and spin: 33.5 kcal per mole

```
! wB97M-V def2-TZVPD RIJCOSX def2/J DEFGRID3
* xyz 0 1
Zr 0.062 0.424 0.585
S 1.593 0.447 2.710
S 4.298 -0.352 0.606
P -1.891 1.416 2.915
O -0.017 2.405 -1.204
O 2.268 4.517 1.197
O 0.359 2.465 0.955
N 1.916 0.394 -0.579
N -2.087 0.957 -0.282
N -0.864 -1.222 1.622
N -0.234 -0.822 -1.465
C 2.983 -1.059 4.428
C 1.559 -2.793 1.119
C -1.834 -0.325 5.133
C 0.432 7.312 -0.294
C 3.103 1.022 -0.090
C 5.204 -1.441 2.868
C 0.853 -0.959 -2.239
C -2.675 1.302 -1.205
C -1.542 -4.282 -4.990
C -1.299 -6.245 -1.143
C -2.191 3.123 5.257
C -1.618 -0.164 3.761
C 2.018 -0.157 -1.832
C -3.108 2.739 -4.571
C 1.368 6.624 0.461
C -4.497 0.823 3.972
C -1.177 -4.945 -0.396
C -2.310 -4.226 -0.024
C 4.063 -1.747 4.950
C 0.916 -4.465 -4.693
C -0.246 -3.482 -4.874
C -3.462 -2.272 1.017
C 0.386 4.536 -0.222
C -0.043 -2.670 -6.159
C -5.263 1.978 -3.779
C -1.470 -2.652 4.998
C -4.472 1.588 1.602
C -0.530 5.243 -0.994
C 5.918 0.143 -3.739
C 6.055 2.486 -2.913
C -1.349 -1.468 -1.830
C -0.947 -2.504 0.983
C -3.319 1.743 -2.417
C 2.986 -0.553 3.123
C -2.210 -3.019 0.652
C -1.229 -2.531 3.645
C -0.526 6.628 -1.032
C 4.027 1.561 -1.113
C -4.686 1.558 -2.591
C -1.422 -2.306 -2.917
C 0.197 -3.239 0.677
C 4.109 -0.766 2.319
C -1.755 -1.540 5.786
C -2.512 2.327 -3.389
C -1.249 -1.285 2.995
C -0.282 -2.521 -3.690
C -2.000 -1.661 7.264
C -1.390 2.852 3.978
C 4.074 1.032 -2.340
C 0.058 -4.435 -0.030
C 0.853 -1.809 -3.339
C 0.097 2.937 4.292
C 3.072 0.031 -2.659
C 5.191 -1.935 4.158
C 4.394 1.901 -4.661
C 0.255 3.057 -0.187
C -4.473 2.565 -4.760
C 1.349 5.234 0.503
C -3.755 1.678 2.946
C 5.103 1.397 -3.397
H -3.786 -2.512 2.033
H 3.825 2.809 -4.452
H -3.292 -1.196 0.994
H -1.451 2.439 -3.204
H 0.278 3.861 4.849
H -2.400 -3.640 -5.200
H -1.406 -3.634 5.454
H -6.324 1.846 -3.939
H 2.319 -3.504 0.793
H 2.125 7.162 1.019
H -0.023 -3.337 -7.024
H -1.882 2.464 6.067
H 1.765 -1.929 -3.901
H -3.271 3.041 5.141
H 1.603 -2.703 2.208
H -4.133 0.958 4.988
H -2.210 -1.331 -1.194
H 0.898 -2.119 -6.138
H 6.629 2.167 -2.042
H 6.056 -2.459 4.542
H -0.374 -6.494 -1.663
H -5.278 1.100 -1.811
H -1.245 -2.288 7.741
H -0.956 -3.418 3.092
H -4.930 2.890 -5.686
H 2.840 5.112 1.693
H -1.751 -4.846 -4.079
H -2.080 0.548 5.723
H 6.762 2.733 -3.707
H -1.252 7.164 -1.626
H -2.101 -6.200 -1.882
H 0.420 2.100 4.913
H -0.852 -1.952 -6.301
H -2.973 -2.108 7.478
H 6.079 -1.580 2.244
H 0.929 -5.176 -5.521
H 6.365 -0.288 -2.841
H -1.457 -4.994 -5.812
H -1.530 -7.071 -0.467
H -4.278 -2.523 0.337
H -2.504 3.196 -5.343
H -4.385 0.602 1.148
H 0.460 8.393 -0.311
H -1.976 4.141 5.593
H 3.703 1.160 -5.065
H 4.736 2.303 -0.775
H 1.877 -1.820 0.733
H -4.402 -0.238 3.736
H 1.883 -3.963 -4.673
H 0.721 2.933 3.403
H 0.813 -5.025 -3.762
H 2.099 -0.897 5.031
H 6.718 0.392 -4.440
H -3.826 2.729 3.246
H -1.972 -0.685 7.747
H -1.259 4.679 -1.561
H -5.559 1.079 3.957
H -5.536 1.783 1.760
H 3.080 -0.437 -3.631
H 5.516 3.398 -2.650
H -2.354 -2.814 -3.111
H -4.099 2.326 0.894
H -3.295 -4.601 -0.286
H -1.617 3.666 3.272
H 0.957 -4.985 -0.286
H 5.295 -0.622 -4.204
H 4.026 -2.127 5.962
H 5.128 2.129 -5.437
H 2.933 1.626 0.793
*
```

Here are the Mulliken charges for atoms 1 to 6, given in e: Zr -1.30; S -0.32; S -0.37; P 1.64; O -0.40; O -0.36

Question: Among the records above, which one has the lowest energy above the lowest of the compared OMol25 structures with the same formula, charge and spin?
Answer: C60H68N6O2PS2SbSi3Ti